# 1
The following is a quantum chemistry calculation of a cluster of 3 separate species, C2H3N2O2S in total, from the OMol25 dataset.

## Properties
ΔE to the lowest compared entry with this formula, charge and spin, kcal per mole: 52.1
Charge: -1
LUMO energy, eV: 1.89

Geometry as XYZ:
```
10
Properties=species:S:1:pos:R:3:forces:R:3
C 1.086 -1.191 1.457 -2.230 -1.257 -1.396
C 2.822 0.509 0.006 1.916 -0.772 -3.405
N -3.682 1.222 -1.528 -1.167 -0.017 0.070
N 0.793 -1.785 0.456 0.857 -0.440 -0.517
O 1.215 -0.793 2.518 1.157 1.170 2.470
O 2.651 0.164 -1.104 -1.070 0.689 2.082
S 3.638 0.933 1.262 -0.526 0.360 1.005
H -4.503 1.007 -2.158 0.865 0.139 0.594
H -4.184 1.453 -0.638 0.421 -0.181 -0.628
H 0.163 -1.518 -0.271 -0.222 0.309 -0.276
```
Positions in Å, forces in eV/Å.

# 2
The following is a quantum chemistry calculation of a structure of composition C2H3N2O2S3Zn, from the OMol25 dataset.

## Properties
Charge: -1
LUMO energy, eV: 2.84

Geometry as XYZ:
```
13
Properties=species:S:1:pos:R:3:forces:R:3
Zn 1.150 -1.005 -0.295 -0.363 0.482 -0.487
N -1.065 -1.230 0.216 -0.060 -0.158 0.143
N -0.962 -1.911 1.448 -0.564 0.057 0.047
C 0.233 -2.600 1.789 -0.681 0.129 0.045
O 0.131 -3.436 2.664 -0.014 -0.437 0.478
O 1.289 -2.245 1.182 0.733 0.335 -0.659
H -1.547 -0.340 0.343 0.283 -0.229 -0.062
H -1.560 -1.778 -0.493 0.281 0.209 0.204
H -1.795 -2.379 1.793 0.304 0.100 -0.178
S 1.034 1.799 -3.664 -0.042 0.383 -0.444
C 1.178 0.738 -2.420 -0.022 0.083 -0.128
S 1.510 1.277 -0.802 0.042 -0.459 0.589
S 0.995 -0.973 -2.660 0.101 -0.495 0.454
```
Positions in Å, forces in eV/Å.

# 3
The following is a quantum chemistry calculation of a cluster of 2 separate species, C2H3N2O3P in total, from the OMol25 dataset.

## Properties
ΔE to the lowest compared entry with this formula, charge and spin, kcal per mole: 16.6
LUMO energy, eV: 0.11

Geometry as XYZ:
```
11
Properties=species:S:1:pos:R:3:forces:R:3
C -2.041 -0.385 -0.343 1.565 0.376 -1.495
C -0.147 2.050 0.709 1.262 -2.254 -0.715
N 0.338 0.996 0.601 -2.160 3.358 0.683
N -1.188 -1.079 -0.807 -0.028 0.078 -0.253
O -2.614 0.601 -0.191 -2.067 1.269 1.290
O 1.557 -1.441 1.320 0.062 0.408 0.553
O 1.908 -0.406 -0.889 1.321 2.232 0.906
P 2.034 -0.151 0.763 0.478 -2.060 -1.554
H -0.500 3.062 0.668 -0.147 -0.185 0.206
H 1.556 -1.248 -1.099 -0.645 -1.397 -0.082
H -0.903 -1.999 -0.732 0.358 -1.826 0.462
```
Positions in Å, forces in eV/Å.

# 4
The following is a quantum chemistry calculation of a cluster of 2 separate species, C2H3N2O5 in total, from the OMol25 dataset.

## Properties
ΔE to the lowest compared entry with this formula, charge and spin, kcal per mole: 91.1
Charge: -1
LUMO energy, eV: 3.85

Geometry as XYZ:
```
12
Properties=species:S:1:pos:R:3:forces:R:3
C -2.255 -0.751 0.146 -0.772 -0.229 1.225
C 1.315 0.572 -0.765 0.455 0.929 -1.123
N -2.995 0.332 -0.138 -0.510 -1.349 -1.572
N -1.107 -1.148 -0.099 1.413 0.060 -0.330
O -2.796 1.291 0.586 -0.194 1.527 0.107
O -3.936 0.195 -0.956 0.258 0.682 0.314
O -0.709 -2.061 0.964 1.992 0.100 -0.527
O -0.193 -0.957 -1.032 -1.259 -0.519 0.390
O 1.193 0.706 0.427 0.619 0.012 0.040
H 2.008 -0.204 -1.293 -1.065 0.899 0.884
H 0.968 1.447 -1.483 0.242 -1.602 0.918
H 0.202 -1.695 1.160 -1.179 -0.510 -0.326
```
Positions in Å, forces in eV/Å.

# 5
The following is a quantum chemistry calculation of a cluster of 2 separate species, C2H3N2OP in total, from the OMol25 dataset.

## Properties
ΔE to the lowest compared entry with this formula, charge and spin, kcal per mole: 115.2
LUMO energy (spin up / spin down), eV: -1.91 / 0.25

Geometry as XYZ:
```
9
Properties=species:S:1:pos:R:3:forces:R:3
C 1.730 0.996 0.783 -0.840 0.350 -0.784
C -0.281 0.986 0.152 0.275 -0.995 -0.399
N 1.693 1.520 -0.401 2.406 -0.218 0.799
N 0.458 1.457 -0.838 -2.895 0.056 0.176
O 0.503 0.596 1.204 0.858 1.039 -0.178
P -2.010 0.528 0.167 0.026 0.207 2.268
H 2.606 0.948 1.363 0.506 -0.398 0.878
H -3.314 -2.645 0.356 0.027 0.027 -0.006
H -1.867 0.452 -1.139 -0.362 -0.067 -2.754
```
Positions in Å, forces in eV/Å.

# 6
The following is a quantum chemistry calculation of an isolated molecule of C2H3N2OP, from the OMol25 dataset.

## Properties
ΔE to the lowest compared entry with this formula, charge and spin, kcal per mole: 64.3
SMILES string: N#CC/P=N/O
LUMO energy, eV: -0.53

Geometry as XYZ:
```
9
Properties=species:S:1:pos:R:3:forces:R:3
C 1.138 0.360 1.042 1.368 -2.303 3.722
C 1.106 0.856 -0.277 -4.027 1.823 2.071
N 1.335 -0.132 2.083 -0.690 1.139 -1.838
N -1.072 -0.764 -0.284 -0.373 -0.671 0.326
O -2.392 -1.168 -0.563 1.121 3.116 -1.459
P -0.697 0.628 -0.887 -0.035 1.478 -0.812
H 1.654 0.268 -0.865 2.772 -1.709 -2.575
H 1.318 1.909 -0.138 0.260 0.247 -1.064
H -2.389 -1.956 -0.113 -0.395 -3.120 1.629
```
Positions in Å, forces in eV/Å.

# 7
The following is a quantum chemistry calculation of a structure of composition C2H3N2OPS, from the OMol25 dataset.

## Properties
ΔE to the lowest compared entry with this formula, charge and spin, kcal per mole: 42.6
LUMO energy, eV: -0.50

Geometry as XYZ:
```
10
Properties=species:S:1:pos:R:3:forces:R:3
C -1.616 1.358 -0.728 2.924 1.309 4.854
C -0.331 -0.525 -0.874 0.277 0.739 -0.431
N -1.396 0.035 -0.939 -0.441 -2.066 -1.970
N 0.815 -0.979 -0.860 0.528 -0.677 -1.563
O 0.305 -0.349 1.443 1.280 -0.162 0.556
P 1.423 -1.011 0.677 -2.381 3.762 2.732
S -2.517 2.614 -1.073 -0.868 -0.266 -1.246
H -0.894 1.490 0.201 -1.306 0.655 -1.539
H 2.697 -0.375 1.077 -0.807 -0.697 -1.488
H 1.514 -2.256 1.075 0.794 -2.597 0.095
```
Positions in Å, forces in eV/Å.

# 8
The following is a quantum chemistry calculation of the ion C2H3N2OS with charge -1, from the OMol25 dataset.

## Properties
ΔE to the lowest compared entry with this formula, charge and spin, kcal per mole: 74.9
Charge: -1
LUMO energy (spin up / spin down), eV: 4.13 / 4.31

Geometry as XYZ:
```
9
Properties=species:S:1:pos:R:3:forces:R:3
C 1.014 0.928 -0.102 -0.273 0.305 0.102
C 0.719 -0.379 -0.076 0.635 0.162 -0.097
N -2.349 1.161 0.374 0.223 0.517 -0.004
N -0.509 -0.970 -0.039 -0.912 0.234 0.199
O -0.565 -2.273 -0.131 0.120 -0.726 -0.084
S -2.111 -0.291 0.274 0.448 -0.507 -0.115
H 2.038 1.264 -0.113 0.157 -0.131 -0.020
H 1.521 -1.116 -0.110 -0.187 -0.032 0.022
H 0.242 1.675 -0.077 -0.212 0.179 -0.003
```
Positions in Å, forces in eV/Å.

# 9
The following is a quantum chemistry calculation of a structure of composition C2H3N2P, from the OMol25 dataset.

## Properties
ΔE to the lowest compared entry with this formula, charge and spin, kcal per mole: 16.5
LUMO energy, eV: -0.14

Geometry as XYZ:
```
8
Properties=species:S:1:pos:R:3:forces:R:3
C -0.548 -1.274 0.226 3.495 -1.808 -0.006
C -0.189 0.851 0.423 -0.665 1.838 0.580
N 0.740 -1.424 0.084 -0.019 0.632 -0.469
N -1.047 -0.086 0.552 -2.468 0.831 0.067
P 1.422 0.119 0.279 -0.630 -0.960 3.584
H -1.031 -2.188 0.112 -1.933 -1.007 0.080
H -0.585 1.813 0.806 1.002 -0.237 -0.591
H 1.959 0.206 -0.888 1.218 0.712 -3.245
```
Positions in Å, forces in eV/Å.

# 10
The following is a quantum chemistry calculation of an isolated molecule of C2H3N2P3, from the OMol25 dataset.

## Properties
ΔE to the lowest compared entry with this formula, charge and spin, kcal per mole: 60.4
SMILES string: N#P1N=P[C@@H]2CP21
LUMO energy, eV: -1.44

Geometry as XYZ:
```
10
Properties=species:S:1:pos:R:3:forces:R:3
C -0.726 0.472 -0.882 -1.290 0.544 0.554
C -1.283 -0.406 0.267 3.404 1.223 0.544
N 1.517 0.955 0.491 -0.249 0.749 -0.135
N 3.274 -1.093 0.669 -1.216 -0.717 -0.602
P 0.364 1.774 -0.172 0.264 -0.937 0.186
P -0.193 -1.296 -0.877 0.662 0.353 0.173
P 1.875 -0.671 0.266 0.337 0.628 0.220
H -1.555 0.953 -1.440 0.764 -0.844 -0.394
H -1.009 -0.130 1.273 1.080 0.000 0.242
H -2.264 -0.558 0.406 -3.756 -1.000 -0.788
```
Positions in Å, forces in eV/Å.

# 11
The following is a quantum chemistry calculation of the ion C2H3N2S2 with charge +1, from the OMol25 dataset.

## Properties
ΔE to the lowest compared entry with this formula, charge and spin, kcal per mole: 33.1
Charge: +1
LUMO energy, eV: -6.43

Geometry as XYZ:
```
9
Properties=species:S:1:pos:R:3:forces:R:3
C 0.639 -0.804 -0.681 -0.073 -0.397 1.021
C 0.570 1.059 -2.330 -1.230 -1.891 0.472
N 1.128 0.402 -1.373 1.366 4.066 -0.956
N -0.564 -0.521 -0.125 1.976 0.577 -1.669
S -0.355 1.505 -3.432 0.329 0.437 -0.256
S 1.693 -1.996 -0.616 -0.288 -0.659 0.040
H 1.907 1.017 -1.012 -0.441 -1.701 0.211
H -0.730 0.455 -0.112 -1.013 0.593 0.423
H -1.156 -1.170 0.306 -0.627 -1.025 0.715
```
Positions in Å, forces in eV/Å.

# 12
The following is a quantum chemistry calculation of an isolated molecule of C2H3N3, from the OMol25 dataset.

## Properties
ΔE to the lowest compared entry with this formula, charge and spin, kcal per mole: 29.5
SMILES string: c1cn[nH]n1
LUMO energy, eV: 1.24

Geometry as XYZ:
```
8
Properties=species:S:1:pos:R:3:forces:R:3
N -0.570 0.432 0.937 -0.224 0.057 0.480
N -0.961 -0.684 0.362 0.247 -0.010 0.165
C -0.050 -0.899 -0.583 -0.032 0.068 0.196
C 0.876 0.189 -0.539 -0.417 1.030 0.184
N 0.512 0.984 0.459 -0.729 0.204 -0.016
H -1.139 0.969 1.565 -0.190 -0.337 0.337
H -0.143 -1.866 -1.072 0.424 0.665 -0.405
H 1.475 0.875 -1.128 0.921 -1.676 -0.941
```
Positions in Å, forces in eV/Å.

# 13
The following is a quantum chemistry calculation of a structure of composition C2H3N3, from the OMol25 dataset.

## Properties
ΔE to the lowest compared entry with this formula, charge and spin, kcal per mole: 59.9
LUMO energy, eV: 1.12

Geometry as XYZ:
```
8
Properties=species:S:1:pos:R:3:forces:R:3
C 0.038 -1.231 0.008 -1.364 -1.638 0.234
C 0.960 0.752 0.059 -4.095 -1.159 -0.521
N 1.126 -0.490 0.045 3.112 2.728 0.310
N -1.038 -0.492 -0.002 -2.943 -1.699 -0.474
N -0.898 0.779 0.024 3.750 -0.001 -0.161
H 0.126 -2.369 0.022 -0.680 2.051 -0.062
H 1.419 1.694 0.097 0.764 0.610 0.112
H -1.734 1.358 -0.253 1.457 -0.891 0.561
```
Positions in Å, forces in eV/Å.

# 14
The following is a quantum chemistry calculation of an isolated molecule of C2H3N3, from the OMol25 dataset.

## Properties
ΔE to the lowest compared entry with this formula, charge and spin, kcal per mole: 69.1
SMILES string: c1c[nH]nn1
LUMO energy, eV: 1.01

Geometry as XYZ:
```
8
Properties=species:S:1:pos:R:3:forces:R:3
N 0.346 1.071 -0.514 0.450 -1.929 0.523
C 0.817 -0.499 -0.028 -0.923 2.915 0.119
C -0.402 -0.846 0.407 -0.122 -0.179 -0.053
N -1.417 0.055 0.229 -0.336 -0.065 -0.283
N -0.950 1.100 -0.348 0.101 -0.527 0.435
H 0.527 1.916 -1.122 1.197 -1.822 0.746
H 1.681 -1.001 0.498 -0.227 1.514 -1.542
H -0.600 -1.798 0.878 -0.140 0.093 0.054
```
Positions in Å, forces in eV/Å.

# 15
The following is a quantum chemistry calculation of an isolated molecule of C2H3N3, from the OMol25 dataset.

## Properties
ΔE to the lowest compared entry with this formula, charge and spin, kcal per mole: 15.7
SMILES string: c1cn[nH]n1
LUMO energy, eV: 1.23

Geometry as XYZ:
```
8
Properties=species:S:1:pos:R:3:forces:R:3
N -0.953 0.757 0.057 -0.306 -0.142 0.394
N -1.102 -0.500 -0.334 0.297 0.039 0.199
C 0.134 -0.992 -0.263 0.202 0.438 -0.126
C 0.986 0.048 0.198 -0.136 -0.062 -0.496
N 0.253 1.125 0.412 0.064 0.084 -0.180
H -1.717 1.376 0.260 -0.300 -0.175 -0.241
H 0.353 -2.011 -0.576 -0.086 0.439 0.191
H 2.046 0.196 0.247 0.265 -0.621 0.260
```
Positions in Å, forces in eV/Å.

# 16
The following is a quantum chemistry calculation of an isolated molecule of C2H3N3, from the OMol25 dataset.

## Properties
ΔE to the lowest compared entry with this formula, charge and spin, kcal per mole: 86.7
LUMO energy, eV: 0.37

Geometry as XYZ:
```
8
Properties=species:S:1:pos:R:3:forces:R:3
N 1.040 -0.098 -0.201 -0.154 0.088 -0.248
N 0.541 1.021 0.259 -0.159 -0.240 -0.101
C -0.754 0.801 0.428 -0.112 0.223 0.338
C -1.132 -0.553 0.195 -0.084 0.553 0.352
N 0.072 -1.114 -0.162 -0.623 0.209 -0.176
H 2.038 -0.269 -0.146 -0.318 -0.125 -0.008
H -1.424 1.606 0.681 0.182 0.083 0.195
H -0.381 -1.395 -1.054 1.268 -0.793 -0.351
```
Positions in Å, forces in eV/Å.

# 17
The following is a quantum chemistry calculation of an isolated molecule of C2H3N3O, from the OMol25 dataset.

## Properties
ΔE to the lowest compared entry with this formula, charge and spin, kcal per mole: 61.9
SMILES string: Oc1c[nH]nn1
LUMO energy, eV: 0.66

Geometry as XYZ:
```
9
Properties=species:S:1:pos:R:3:forces:R:3
O -1.818 0.566 -0.480 -0.156 0.306 -0.275
C -0.527 0.311 -0.244 0.077 0.245 0.368
C 0.056 -0.064 0.912 -0.544 0.834 0.010
N 1.387 -0.361 0.585 -0.739 -0.402 0.215
N 1.541 -0.078 -0.763 -0.508 -0.319 -0.206
N 0.434 0.356 -1.228 0.158 -0.073 0.157
H -1.901 0.821 -1.407 -0.066 0.043 -0.010
H -0.263 -0.197 1.931 -0.275 -0.034 -0.160
H 1.090 -1.354 0.694 2.052 -0.599 -0.099
```
Positions in Å, forces in eV/Å.

# 18
The following is a quantum chemistry calculation of an isolated molecule of C2H3N3O, from the OMol25 dataset.

## Properties
ΔE to the lowest compared entry with this formula, charge and spin, kcal per mole: 81.9
SMILES string: C=NNN=C=O
LUMO energy, eV: 0.48

Geometry as XYZ:
```
9
Properties=species:S:1:pos:R:3:forces:R:3
N -0.584 -1.231 -0.080 2.027 1.115 -0.213
C 1.467 0.047 -0.076 -1.534 0.780 -0.544
N -1.456 -0.212 -0.378 -0.579 0.530 0.026
N 0.595 -0.681 0.479 1.245 -2.881 1.016
C -1.291 0.954 -0.033 -1.966 0.530 -0.854
O -1.473 2.104 0.039 0.818 -0.134 0.329
H -0.992 -1.880 0.588 0.082 0.536 0.145
H 1.329 0.673 -0.959 -0.203 -0.413 -0.522
H 2.404 0.225 0.419 0.111 -0.063 0.618
```
Positions in Å, forces in eV/Å.

# 19
The following is a quantum chemistry calculation of an isolated molecule of C2H3N3O, from the OMol25 dataset.

## Properties
ΔE to the lowest compared entry with this formula, charge and spin, kcal per mole: 66.5
SMILES string: [H]/N=c1/nco[nH]1
LUMO energy, eV: 0.58

Geometry as XYZ:
```
9
Properties=species:S:1:pos:R:3:forces:R:3
C -0.097 0.765 -0.023 -0.266 0.598 -0.600
C 0.780 -1.097 -0.524 -0.915 0.280 -0.258
H -1.041 2.112 0.782 0.635 0.200 -2.568
H 1.100 -2.059 -0.931 0.810 0.870 -0.248
H -1.108 -0.229 1.689 0.681 0.369 -1.133
N -0.486 1.960 -0.159 -0.788 1.173 3.273
N 0.859 0.154 -0.834 0.355 -1.974 -0.299
N -0.672 -0.222 0.750 -1.545 1.220 1.726
O -0.119 -1.384 0.430 1.031 -2.735 0.106
```
Positions in Å, forces in eV/Å.

# 20
The following is a quantum chemistry calculation of an isolated molecule of C2H3N3O, from the OMol25 dataset.

## Properties
ΔE to the lowest compared entry with this formula, charge and spin, kcal per mole: 90.0
SMILES string: N=C=C(N)N=O
LUMO energy (spin up / spin down), eV: -0.34 / -0.35

Geometry as XYZ:
```
9
Properties=species:S:1:pos:R:3:forces:R:3
N -0.123 -0.182 -1.645 -0.181 -0.030 0.079
C -0.218 -0.014 -0.246 0.082 0.071 0.156
N -1.325 0.696 0.304 0.022 -0.057 0.423
O -1.292 0.928 1.498 -0.098 -0.064 -0.608
N 1.361 -0.705 1.605 -0.314 0.225 -0.581
C 0.710 -0.372 0.640 0.246 -0.021 0.434
H -0.602 0.582 -2.113 0.110 -0.151 0.022
H -0.527 -1.061 -1.953 0.020 0.180 0.038
H 1.999 0.001 1.973 0.111 -0.153 0.036
```
Positions in Å, forces in eV/Å.